Entry 1:
Formula: H16NeO8
Source: OMol25
Level of theory: ωB97M-V/def2-TZVPD

The HOMO energy is -0.3541 hartree. As for the charge: 0. The value obtained for the LUMO energy is -0.25 eV. The frontier orbital gap is 9.4 eV.

Each line ends with the natural charge from an NBO analysis.
Geometry (Å):
Ne -0.36154 0.71307 -0.52463  0.00
O -2.27571 -0.43138 -2.51584  -0.95
O 0.17334 -1.75868 -2.36868  -0.96
O 1.79537 0.68226 2.97212  -0.98
O 3.36755 0.34198 0.70733  -0.96
O 0.16400 2.60692 1.76215  -0.95
O -1.99651 0.49736 2.76176  -0.97
O 2.81671 -1.65566 -1.57417  -0.97
O -3.54843 -0.50116 0.68630  -0.94
H 0.33650 3.23672 1.06228  0.48
H -0.53430 -1.11412 -2.37327  0.50
H -1.19871 0.78663 2.31894  0.47
H 2.28573 0.25349 2.27074  0.49
H 1.92242 -1.59699 -1.91037  0.49
H 1.15469 1.22909 2.51743  0.47
H 4.19563 -0.12348 0.82503  0.47
H -2.76378 0.03600 -3.19375  0.49
H -2.55011 -1.34372 -2.60842  0.48
H 0.14338 3.13483 2.56035  0.48
H -2.45398 -0.03335 2.10961  0.48
H 2.99623 -0.02768 -0.09373  0.50
H 0.34001 -1.93868 -3.29391  0.47
H -3.75812 0.11943 -0.01165  0.48
H -3.61143 -1.36079 0.27000  0.47
H 3.36102 -1.75219 -2.35560  0.46

***

Entry 2:
Formula: C4H8O2
Source: OMol25
Level of theory: ωB97M-V/def2-TZVPD

The HOMO energy is -0.3477 hartree. As for the charge: 0. The value obtained for the LUMO energy is 0.86 eV. The frontier orbital gap is 10.3 eV.

Each line ends with the natural charge from an NBO analysis.
Geometry (Å):
O 1.02401 0.14790 -1.85475  -0.62
O 0.35469 0.49995 1.84809  -0.52
C -0.89883 0.05270 1.32867  -0.07
C 1.13461 -0.03011 0.80961  -0.03
C -0.33394 -0.34345 -0.02497  -0.29
C 0.34413 0.56527 -0.92898  0.37
H -1.66668 0.82958 1.39845  0.19
H -1.24105 -0.83803 1.87347  0.18
H -0.61853 -1.32922 -0.42585  0.25
H 1.60509 -1.00765 0.89052  0.20
H 0.27592 1.61918 -0.62559  0.14
H -0.60769 -0.40677 -2.54294  0.05
H -1.31976 -0.45916 -2.32763  -0.08
H 1.94803 0.69982 0.58192  0.23

***

Entry 3:
Formula: C16H39CrN3O7
Source: OMol25
Level of theory: ωB97M-V/def2-TZVPD

The expectation value of S² is 3.777. The HOMO energy (alpha / beta) is -0.4191 / -0.4495 hartree. The spin multiplicity is 4. As for the charge: +1. The value obtained for the LUMO energy (alpha / beta) is -2.56 / -2.28 eV. The frontier orbital gap (alpha / beta) is 8.8 / 9.9 eV.

Each line ends with the Löwdin spin population.
Geometry (Å):
Cr -11.15500 11.55463 -28.35697  2.92
O -13.13737 11.19146 -27.55420  0.04
O -12.64808 8.29977 -26.38907  0.00
O -11.27924 15.76572 -29.97237  0.00
O -8.85251 14.00599 -29.57838  0.00
O -10.28400 11.44900 -30.33851  -0.01
O -11.66060 11.62992 -26.30773  -0.02
O -12.32117 11.28895 -30.18713  0.05
N -10.76625 9.47009 -28.13750  -0.01
N -9.19535 11.71209 -27.72486  -0.01
N -11.32361 13.63717 -28.29052  -0.01
C -12.00931 7.55457 -27.40047  0.00
C -12.35256 14.92880 -30.17645  0.00
C -12.89177 11.38346 -26.36826  0.01
C -11.35972 11.27670 -30.98643  0.01
C -12.55713 14.25435 -28.79960  0.00
C -7.81439 13.66045 -28.64280  0.00
C -8.37564 14.55521 -30.79820  0.00
C -11.36688 10.78678 -32.41840  0.00
C -7.32002 12.64363 -26.35713  0.00
C -8.41072 12.89015 -27.36317  0.00
C -10.94144 7.74514 -29.90437  0.00
C -13.01701 15.21062 -27.68319  0.00
C -13.85653 11.35281 -25.16419  0.00
C -13.00615 7.49989 -25.28099  0.00
C -11.21359 16.75509 -31.05912  0.00
C -11.63291 8.41006 -28.67070  0.00
H -9.18321 15.02927 -31.35606  0.00
H -7.62312 15.31467 -30.58599  0.00
H -9.86644 9.06653 -28.35558  0.00
H -8.97211 11.18019 -26.89580  0.00
H -13.74685 12.16925 -24.45039  0.00
H -12.20806 6.99316 -24.73841  0.00
H -12.10783 10.04821 -32.72431  0.00
H -11.05507 16.31346 -32.04295  0.00
H -12.59654 8.80179 -28.99636  0.00
H -13.08737 14.71774 -26.71355  0.00
H -10.78709 9.20276 -27.16373  0.00
H -12.24584 14.19072 -30.97139  0.00
H -6.65867 13.50533 -26.26654  0.00
H -10.35678 10.45962 -32.66494  0.00
H -13.26592 15.51884 -30.25216  0.00
H -11.19127 14.03513 -27.37171  0.00
H -13.96559 15.64296 -28.00159  0.00
H -12.59623 6.68483 -27.69575  0.00
H -13.34671 13.55120 -29.06468  0.00
H -12.13752 17.33108 -31.11102  0.00
H -7.33799 14.58998 -28.33117  0.00
H -13.68930 6.73475 -25.64974  0.00
H -7.98643 13.76760 -31.44341  0.00
H -14.87024 11.21260 -25.53945  0.00
H -10.38033 17.41077 -30.80638  0.00
H -11.62114 7.04721 -30.39327  0.00
H -9.97127 7.31456 -29.65644  0.00
H -7.10531 13.00858 -29.15305  0.00
H -11.09823 7.15351 -26.95643  0.00
H -13.46502 8.11452 -24.50655  0.00
H -7.77377 12.37300 -25.40373  0.00
H -12.33226 16.05802 -27.64969  0.00
H -9.03474 13.54602 -26.75609  0.00
H -10.69275 8.44911 -30.69851  0.00
H -11.54160 11.59435 -33.12931  0.00
H -8.53594 11.31352 -28.37786  0.00
H -13.75356 10.39168 -24.66049  0.00
H -10.61259 14.17524 -28.76489  0.00
H -6.52754 11.94133 -26.61565  0.00

***

Number 1: largest force on an atom 0.9 eV/A. Number 2: largest force on an atom 1.1 eV/A. Number 3: largest force on an atom 5.2 eV/A.